1.
Density functional theory data (ωB97M-V/def2-TZVPD) for a single C4H7NO2 molecule at a distorted geometry.

## Properties
**Maximum force**: 6.0 eV Å⁻¹
**SMILES**: C=CC(=O)N(C)O
**Electronic energy**: -9842.626 eV
**ΔE to the lowest compared entry with this formula, charge and spin**: 449.0 kJ/mol
**HOMO-LUMO gap**: 10.240 eV

```
! RIJCOSX wB97M-V def2-TZVPD def2/J DEFGRID3
* xyz 0 1
C -1.627 -0.621 0.390
C -2.544 0.395 0.007
C 0.118 -1.021 0.412
C 2.351 -0.333 -0.121
N 0.932 -0.132 -0.137
O 0.423 -2.089 0.862
O 0.481 1.014 -0.655
H -2.187 -1.642 0.433
H 0.534 1.807 -0.116
H -3.573 0.150 -0.002
H 2.678 -0.599 0.897
H 2.583 -1.127 -0.831
H 2.717 0.598 -0.459
H -2.182 1.355 -0.184
*
```

***

2.
Density functional theory data (ωB97M-V/def2-TZVPD) for a single C17H13N3O4S molecule.

## Properties
**Maximum force**: 0.8 eV Å⁻¹
**SMILES**: O=C(CSc1nc2ccccc2c(=O)[nH]1)Nc1ccc(C(=O)O)cc1
**Electronic energy**: -41337.853 eV
**HOMO-LUMO gap**: 8.784 eV

```
! RIJCOSX wB97M-V def2-TZVPD def2/J DEFGRID3
* xyz 0 1
O 1.502 2.863 1.171
C 0.399 3.009 0.704
N -0.688 2.234 0.976
C -0.682 0.905 1.412
C 0.474 0.262 1.848
C 0.445 -1.090 2.119
C -0.736 -1.814 1.974
C -1.902 -1.155 1.587
C -1.877 0.192 1.309
H -2.773 0.696 0.978
H -2.813 -1.726 1.492
C -0.787 -3.273 2.183
O -1.761 -3.960 1.989
O 0.375 -3.796 2.604
H 0.279 -4.754 2.720
H 1.345 -1.596 2.428
H 1.394 0.815 1.945
H -1.563 2.518 0.551
C 0.113 4.098 -0.322
H -0.620 4.816 0.043
H 1.037 4.621 -0.567
S -0.634 3.375 -1.846
C 0.005 1.716 -1.731
N -0.842 0.763 -1.759
C -0.378 -0.521 -1.596
C -1.294 -1.575 -1.589
C -0.858 -2.861 -1.360
C 0.492 -3.124 -1.137
C 1.410 -2.097 -1.150
C 0.987 -0.788 -1.380
C 1.948 0.311 -1.398
O 3.146 0.231 -1.273
N 1.347 1.562 -1.596
H 1.973 2.359 -1.599
H 2.462 -2.273 -0.984
H 0.818 -4.137 -0.955
H -1.570 -3.672 -1.344
H -2.335 -1.352 -1.760
*
```

***

3.
Density functional theory data (ωB97M-V/def2-TZVPD) for a gas-phase ion, C4H11N2O (charge +1) at a distorted geometry.

## Properties
**Maximum force**: 1.2 eV Å⁻¹
**SMILES**: CN(C)C(=O)C[NH3+]
**Electronic energy**: -9347.556 eV
**ΔE to the lowest compared entry with this formula, charge and spin**: 125.5 kJ/mol
**HOMO-LUMO gap**: 10.147 eV

```
! RIJCOSX wB97M-V def2-TZVPD def2/J DEFGRID3
* xyz 1 1
N 1.973 1.708 0.409
C 0.958 1.063 -0.473
C 0.120 0.193 0.462
N -0.898 -0.502 -0.074
C -0.678 -1.392 -1.243
C -1.901 -1.017 0.859
O 0.398 0.251 1.652
H 1.783 1.322 1.356
H 1.947 2.726 0.421
H 2.932 1.446 0.169
H 1.473 0.483 -1.232
H 0.399 1.822 -1.002
H -1.640 -1.458 -1.741
H 0.055 -0.997 -1.942
H -0.342 -2.367 -0.891
H -1.434 -1.512 1.692
H -2.491 -0.180 1.241
H -2.655 -1.589 0.337
*
```